Model w:
Here is a 2-piece molecular cluster, F2H2O2Si overall from OMol25. Energies are from ωB97M-V/def2-TZVPD.

Output
orbital gap	9.86	eV
E_HOMO	-11.05	eV
E_LUMO	-1.20	eV

```
7
F2H2O2Si, DFT ωB97M-V/def2-TZVPD
O 1.1829 -0.2771 -1.2497
O 0.0545 0.3672 1.5395
F -1.8340 1.0805 -0.3359
F 0.3666 -1.8467 0.4880
Si 0.3570 -0.2819 0.0985
H 0.5999 -0.0133 -2.0146
H -0.7269 0.9714 1.4742
```

Model x:
Here is F2H2O2Si as an isolated structure from OMol25. Energies are from ωB97M-V/def2-TZVPD.

Output
orbital gap	11.25	eV
E_HOMO	-11.49	eV
E_LUMO	-0.24	eV

```
7
F2H2O2Si, DFT ωB97M-V/def2-TZVPD
O 0.4782 0.7098 1.2242
O 0.8646 0.0175 -1.3683
F -0.6076 -1.8511 0.2314
F -1.6032 0.7603 -0.4742
Si -0.1444 0.2764 -0.1807
H -0.0288 1.0836 1.9843
H 1.0412 -0.9964 -1.4167
```

Of them, model w has the lowest stability.

Model w:
Here is a 27-piece molecular cluster, H54O27 overall from OMol25. Energies are from ωB97M-V/def2-TZVPD.

Output
orbital gap	9.04	eV
E_HOMO	-10.15	eV
E_LUMO	-1.12	eV

```
81
H54O27, DFT ωB97M-V/def2-TZVPD
O -0.4032 3.5836 4.0001
H -0.1488 3.5733 3.0773
H -1.1523 4.1785 4.0358
O -0.7992 -2.1194 5.2891
H -1.2716 -2.3866 6.0776
H -0.6413 -1.1831 5.4096
O 3.4060 1.8077 2.1862
H 2.6733 2.4106 2.3118
H 2.9981 0.9440 2.1240
O 1.3346 -2.7885 3.6839
H 1.2538 -3.7351 3.8006
H 0.6444 -2.4190 4.2346
O 2.9494 -2.7775 -2.5545
H 3.5308 -3.1079 -3.2394
H 2.5012 -3.5560 -2.2241
O 2.4741 4.6759 -0.5227
H 2.8142 3.8216 -0.7887
H 3.0244 4.9337 0.2168
O 2.8551 1.3631 -4.4047
H 2.3182 2.0811 -4.7401
H 2.9377 0.7599 -5.1433
O -5.3104 -0.8765 3.6758
H -4.9345 -0.8972 4.5558
H -4.5547 -0.7962 3.0938
O -4.2705 -2.1586 -0.7934
H -3.7980 -1.7363 -1.5109
H -4.5595 -2.9958 -1.1563
O -0.2277 0.4430 6.0125
H -0.2490 0.5408 5.0605
H 0.2958 1.1837 6.3182
O 0.3308 -3.8529 -4.0894
H 0.3944 -2.8979 -4.1032
H -0.4918 -4.0452 -4.5395
O 0.7058 -1.2961 -5.2734
H 1.6249 -1.1476 -5.4955
H 0.3970 -1.9177 -5.9325
O -1.1187 -2.2526 1.5775
H -0.2471 -2.3866 1.9496
H -1.6890 -2.1374 2.3375
O 2.7161 -0.7339 2.5418
H 3.6210 -0.8218 2.8413
H 2.3432 -1.6094 2.6447
O 0.3868 0.2738 3.3795
H -0.2465 0.2873 2.6619
H 1.2130 0.0239 2.9658
O -0.9120 1.4384 -2.5846
H -0.6118 1.3059 -3.4839
H -0.3567 0.8625 -2.0590
O -0.1958 -0.0062 0.0560
H -0.6857 -0.7175 0.4688
H 0.4798 -0.4475 -0.4590
O -2.4143 5.2232 0.0501
H -2.3712 4.3276 -0.2850
H -1.6536 5.6597 -0.3332
O -2.6567 -1.0460 -2.8626
H -2.0955 -1.6744 -2.4085
H -2.1731 -0.2208 -2.8243
O -1.7294 2.6749 -0.2674
H -2.1468 2.2549 -1.0195
H -0.8906 2.2230 -0.1753
O -1.3605 -2.7607 -1.0741
H -0.8980 -3.5702 -1.2913
H -1.2020 -2.6375 -0.1382
O -3.0787 2.4282 2.2558
H -2.7220 3.1835 1.7883
H -2.8584 1.6782 1.7034
O 4.5285 -1.2463 -0.2196
H 3.9284 -1.4267 0.5041
H 4.5459 -2.0588 -0.7251
O -3.3598 -0.4560 1.5007
H -4.1485 0.0851 1.5375
H -3.5299 -1.0807 0.7957
O 1.4801 -0.6786 -2.1878
H 1.6254 -0.1380 -2.9642
H 2.0469 -1.4393 -2.3155
O -0.5041 1.2802 -5.2063
H -0.3649 1.7310 -6.0391
H -0.0355 0.4509 -5.3010
O 3.5230 2.5672 -1.9474
H 3.9030 1.9363 -1.3359
H 3.2640 2.0417 -2.7043
```

Model x:
Here is a 27-piece molecular cluster, H54O27 overall from OMol25. Energies are from ωB97M-V/def2-TZVPD.

Output
orbital gap	9.79	eV
E_HOMO	-10.25	eV
E_LUMO	-0.46	eV

```
81
H54O27, DFT ωB97M-V/def2-TZVPD
O 15.5802 11.2952 16.4488
H 16.2711 11.2717 17.1108
H 15.2384 12.1884 16.4901
O 11.6882 9.9394 13.1017
H 10.7762 9.7166 13.2881
H 12.1213 9.9114 13.9549
O 10.7623 8.3801 17.0913
H 10.7096 7.8890 16.2713
H 10.3831 9.2342 16.8842
O 17.2623 5.9992 21.5996
H 17.5414 5.8428 20.6974
H 17.0529 6.9328 21.6276
O 12.7227 12.0216 16.8045
H 11.9304 12.5137 16.5890
H 13.0762 12.4623 17.5772
O 13.7984 12.2698 19.4936
H 14.0147 11.3997 19.1583
H 13.3153 12.1019 20.3027
O 11.8487 8.7268 24.4421
H 11.0388 8.5177 23.9767
H 12.5376 8.6147 23.7870
O 14.8824 6.8915 15.0585
H 14.4410 6.4147 14.3556
H 14.3208 7.6487 15.2243
O 9.3326 10.3171 15.9479
H 8.4376 10.0089 16.0901
H 9.2546 10.9657 15.2482
O 10.7194 12.8616 20.9725
H 11.0477 12.0330 21.3216
H 9.8063 12.8972 21.2573
O 14.8240 4.0724 21.1751
H 15.1191 4.3180 22.0519
H 15.3411 4.6212 20.5854
O 10.5319 7.0227 19.3438
H 10.6710 7.4409 18.4941
H 9.6963 7.3746 19.6505
O 15.4998 9.9147 23.9553
H 16.2712 9.6985 24.4790
H 14.9999 9.0993 23.9163
O 12.8180 4.3913 17.1305
H 12.4280 4.6679 17.9598
H 12.2240 3.7182 16.7986
O 15.6909 5.6509 23.7953
H 15.1840 6.2761 23.2772
H 16.5697 5.6826 23.4170
O 15.2471 9.9468 13.4188
H 14.6894 9.6691 14.1455
H 16.0763 10.1885 13.8315
O 12.4825 10.9114 21.7704
H 12.4356 10.0181 21.4297
H 13.0529 10.8465 22.5363
O 13.1967 7.2096 22.8364
H 12.8743 6.5243 23.4218
H 13.2584 6.7849 21.9808
O 13.6587 6.2614 19.6273
H 12.7353 6.1177 19.4202
H 13.8973 5.5217 20.1860
O 11.8065 6.3959 14.9345
H 12.5627 5.9218 14.5886
H 11.8859 6.3136 15.8849
O 8.4891 10.7434 19.3724
H 8.2536 11.6179 19.6821
H 9.4344 10.7863 19.2283
O 11.6674 13.9079 18.7807
H 12.5456 13.7925 19.1437
H 11.0790 13.6384 19.4859
O 16.3955 8.6966 21.1419
H 15.6708 9.2335 21.4624
H 16.4323 8.8791 20.2029
O 13.4958 9.4073 19.0714
H 13.4077 8.5171 19.4120
H 13.5344 9.2980 18.1213
O 16.8508 12.1253 19.3740
H 15.8954 12.1027 19.4276
H 17.0838 13.0208 19.6189
O 17.0477 5.7877 18.7871
H 16.4288 5.2582 18.2844
H 17.4323 6.3829 18.1437
O 13.1196 9.5791 15.1767
H 12.6255 8.9804 15.7369
H 13.0872 10.4186 15.6353
```

Of them, model x has the lowest stability.

Model w:
Here is a 3-piece molecular cluster, C3H11NO3 overall from OMol25. Energies are from ωB97M-V/def2-TZVPD.

Output
orbital gap	4.36	eV
E_HOMO	-9.11	eV
E_LUMO	-4.75	eV

```
18
C3H11NO3, DFT ωB97M-V/def2-TZVPD
C 0.3311 -0.7640 -1.5370
C 1.1513 0.4759 -1.0351
C 1.5833 0.3838 0.5284
N 0.5407 0.8602 1.4092
O 2.1082 -0.8274 0.8978
H -0.4286 -0.5309 -2.3250
H 1.0320 -1.5076 -1.9319
H -0.1767 -1.2031 -0.6749
H 0.4788 1.3247 -1.0970
H 2.0827 0.5297 -1.6644
H 0.4081 0.3182 2.2432
H -0.3504 0.8387 0.8974
H -2.3429 1.4324 0.0390
H -2.8625 -1.1315 1.9411
O -1.7658 0.6629 -0.1729
H 2.4936 0.9961 0.4754
H -2.1503 -0.5756 0.6127
O -2.1326 -1.2825 1.3940
```

Model x:
Here is a 3-piece molecular cluster, C3H11NO3 overall from OMol25. Energies are from ωB97M-V/def2-TZVPD.

Output
orbital gap	10.35	eV
SMILES	CCNC=O.O.O
E_HOMO	-9.65	eV
E_LUMO	0.70	eV

```
18
C3H11NO3, DFT ωB97M-V/def2-TZVPD
C 2.2233 0.0705 -1.6240
C 1.4840 0.4333 -0.3280
N 0.7721 -0.7223 0.3143
C 0.7291 -0.8916 1.6157
O -0.0258 -1.6768 2.1007
H 2.5884 1.0077 -2.1222
H 1.6222 -0.4099 -2.4057
H 3.0312 -0.5569 -1.1803
H 2.1993 0.8523 0.3652
H 0.7664 1.2066 -0.5576
H 0.1056 -1.2171 -0.2670
H 1.3682 -0.3270 2.2345
O -2.9759 -1.3263 0.6628
H -2.3555 -2.0320 1.0056
H -3.1392 -0.8143 1.4950
O -2.3696 2.1046 -0.4505
H -2.8840 2.8523 -0.7131
H -3.1396 1.4468 -0.1454
```

Of them, model w has the lowest stability.

Model w:
Here is a 2-piece molecular cluster, C3H11NO3 overall from OMol25. Energies are from ωB97M-V/def2-TZVPD.

Output
orbital gap	10.45	eV
SMILES	OCCNCO.O
E_HOMO	-9.85	eV
E_LUMO	0.61	eV

```
18
C3H11NO3, DFT ωB97M-V/def2-TZVPD
O -1.9295 1.9486 0.2786
C -0.6562 1.3150 0.4052
C -0.6862 0.0656 1.2805
N -0.7993 -1.2276 0.5713
C 0.3460 -1.6596 -0.1507
O 0.5533 -1.0801 -1.4715
H -2.6218 1.2837 0.3337
H -0.2630 1.0895 -0.5882
H 0.0028 2.0751 0.8002
H 0.1641 0.0523 1.9611
H -1.6105 0.0633 1.8521
H -1.5860 -1.1952 -0.0867
H 1.2201 -1.4375 0.4529
H 0.2780 -2.7177 -0.4015
H -0.2485 -0.6112 -1.7381
O 2.7738 1.0172 -1.2315
H 1.9470 0.6924 -1.6056
H 3.1160 0.3263 -0.6618
```

Model x:
Here is a 4-piece molecular cluster, C3H11NO3 overall from OMol25. Energies are from ωB97M-V/def2-TZVPD.

Output
orbital gap	10.08	eV
SMILES	C=CN=C.O.O.O
E_HOMO	-9.27	eV
E_LUMO	0.81	eV

```
18
C3H11NO3, DFT ωB97M-V/def2-TZVPD
C -1.6702 1.4441 0.5076
C -1.4958 0.7694 1.6411
N -0.5118 -0.2472 1.6805
C -0.6102 -1.3314 1.0526
H -1.2881 1.0847 -0.4395
H -2.1928 2.3904 0.4382
H -1.9290 1.0270 2.5970
H 0.2256 -2.0301 0.9982
H -1.4511 -1.7232 0.4729
O 2.1676 0.5042 0.8569
H 1.2385 0.2882 1.1198
H 2.7031 0.3641 1.6361
O -0.3568 -1.5562 -2.2781
H 0.3327 -0.8951 -2.0887
H -0.6731 -1.3959 -3.1763
O 1.4612 0.4463 -1.7747
H 2.2002 0.5243 -2.3693
H 1.8502 0.3365 -0.8744
```

Of them, model x has the lowest stability.

Model w:
Here is a 3-piece molecular cluster, C3H11NO3 overall from OMol25. Energies are from ωB97M-V/def2-TZVPD.

Output
orbital gap	10.16	eV
SMILES	CNC(C)=O.O.O
E_HOMO	-9.57	eV
E_LUMO	0.59	eV

```
18
C3H11NO3, DFT ωB97M-V/def2-TZVPD
C 0.1986 0.5805 -2.4896
N 0.8191 0.7844 -1.1693
C 0.1705 1.4125 -0.1169
C -0.5730 2.6283 -0.7490
O 0.2557 1.2305 1.0554
H 0.9052 -0.0586 -3.0672
H -0.0438 1.5504 -3.0470
H -0.7550 -0.0229 -2.5368
H 1.8211 0.6266 -1.0495
H -1.4186 2.2323 -1.3826
H -0.8811 3.2804 0.1276
H 0.2095 3.1528 -1.3829
O 0.4521 -3.8108 4.6552
H -0.3062 -3.2264 4.5509
H 0.4667 -3.9765 5.5964
O -0.2000 -2.4692 0.2535
H -0.3367 -2.0492 1.1485
H -0.7842 -1.8651 -0.3966
```

Model x:
Here is a 3-piece molecular cluster, C3H11NO3 overall from OMol25. Energies are from ωB97M-V/def2-TZVPD.

Output
orbital gap	9.75	eV
SMILES	CNC(C)=O.O.O
E_HOMO	-9.37	eV
E_LUMO	0.38	eV

```
18
C3H11NO3, DFT ωB97M-V/def2-TZVPD
C -0.6800 -1.1746 0.4523
N -1.8232 -0.3382 -0.0077
C -1.7710 0.6207 -0.9879
C -0.3903 0.7922 -1.5948
O -2.7655 1.2856 -1.2296
H -0.8594 -1.5247 1.4632
H 0.3668 -0.8263 0.2045
H -0.5959 -2.2130 -0.0188
H -2.5647 -0.1600 0.6933
H -0.3074 1.5073 -2.4731
H 0.1661 1.0931 -0.7767
H 0.1812 -0.1431 -2.0120
O 2.2325 -1.3234 -0.7796
H 2.9257 -1.1344 -0.0901
H 2.7316 -0.7496 -1.4275
O 1.3830 1.3197 2.7566
H 0.6613 1.3318 2.2242
H 1.1091 1.6370 3.6036
```

Model y:
Here is a 3-piece molecular cluster, C3H11NO3 overall from OMol25. Energies are from ωB97M-V/def2-TZVPD.

Output
orbital gap	10.31	eV
SMILES	CCNC=O.O.O
E_HOMO	-9.79	eV
E_LUMO	0.52	eV

```
18
C3H11NO3, DFT ωB97M-V/def2-TZVPD
C -2.1521 1.2715 -1.1258
C -0.8374 1.7384 -1.6946
N 0.3165 1.5417 -0.8319
C 0.4916 0.4706 -0.0067
O 1.5525 0.0880 0.4265
H -3.0034 1.6772 -1.6792
H -2.2887 1.6506 -0.1204
H -2.3142 0.2047 -1.1168
H -0.6594 1.2732 -2.6676
H -0.8508 2.8026 -1.9279
H 1.1005 2.1536 -0.9863
H -0.4815 0.1281 0.3612
O 3.3639 -3.5686 -0.0476
H 2.9207 -3.6289 0.8030
H 2.8782 -2.8884 -0.5311
O -2.4318 -0.6728 2.8259
H -3.0841 -1.3427 3.0703
H -2.9269 -0.2061 2.1389
```

Model z:
Here is a 3-piece molecular cluster, C3H11NO3 overall from OMol25. Energies are from ωB97M-V/def2-TZVPD.

Output
orbital gap	10.91	eV
SMILES	CCC(N)=O.O.O
E_HOMO	-10.07	eV
E_LUMO	0.84	eV

```
18
C3H11NO3, DFT ωB97M-V/def2-TZVPD
C -1.3511 -0.6357 -1.0029
C -0.3022 -1.4000 -0.2808
C 1.0125 -0.5537 -0.4898
N 2.1146 -0.9561 -1.2474
O 1.0944 0.5339 -0.0185
H -1.2663 0.4574 -0.5435
H -1.3355 -0.5329 -2.0209
H -2.4368 -0.9793 -0.8042
H -0.2636 -2.5164 -0.5521
H -0.5818 -1.2576 0.7482
H 2.0580 -1.7280 -1.8814
H 2.9517 -0.3850 -1.2439
O -1.1022 2.4989 0.4127
H -0.4260 2.4197 1.0445
H -1.2127 3.3059 0.0508
O 0.0258 0.4909 2.7624
H 0.1322 0.6317 1.8183
H 0.8890 0.6064 3.2485
```

Of them, model w has the lowest stability.

Model w:
Here is a 3-piece molecular cluster, C3H11NO3 overall from OMol25. Energies are from ωB97M-V/def2-TZVPD.

Output
orbital gap	9.93	eV
SMILES	CNCC=O.O.O
E_HOMO	-9.27	eV
E_LUMO	0.66	eV

```
18
C3H11NO3, DFT ωB97M-V/def2-TZVPD
C -0.7546 -1.5536 -1.2393
N 0.1187 -0.8846 -0.3175
C -0.4790 -0.4374 0.9063
C -0.4138 1.0713 1.1299
O -1.1001 1.6087 1.9593
H -0.4462 -1.3719 -2.2705
H -0.8989 -2.6250 -1.0548
H -1.7727 -1.1912 -1.1940
H 1.0131 -1.3311 -0.2773
H -0.0176 -0.8813 1.7918
H -1.5330 -0.6677 1.0710
H 0.2113 1.6493 0.4224
O 2.6913 0.7740 2.3119
H 3.1186 0.7184 1.4555
H 2.3132 1.6499 2.4087
O -0.4555 1.4753 -2.4658
H -1.3479 1.2761 -2.7328
H -0.2468 0.7206 -1.9047
```

Model x:
Here is a 3-piece molecular cluster, C3H11NO3 overall from OMol25. Energies are from ωB97M-V/def2-TZVPD.

Output
orbital gap	9.14	eV
SMILES	C=O.COO.CN
E_HOMO	-8.65	eV
E_LUMO	0.48	eV

```
18
C3H11NO3, DFT ωB97M-V/def2-TZVPD
C 2.7715 -0.4905 -0.6863
O 1.9383 0.2165 -0.1666
H 3.2200 -1.3390 -0.1465
H 3.4050 -0.1139 -1.5037
C -1.4873 0.6097 2.2209
O -0.9113 -0.5986 1.7867
O 0.4723 -0.6153 2.0929
H -1.0585 1.4637 1.6874
H -1.3602 0.7476 3.2965
H -2.5453 0.5128 1.9819
H 0.9080 -0.3064 1.2661
C -0.9804 0.4291 -2.0086
N -0.2146 -0.4854 -1.1843
H -0.9628 1.4080 -1.5346
H -2.0312 0.1436 -2.1554
H -0.5075 0.5110 -2.9849
H -0.7114 -0.6906 -0.3200
H 0.0553 -1.4023 -1.6417
```

Of them, model x has the lowest stability.

Model w:
Here is a 3-piece molecular cluster, C3H11NO3 overall from OMol25. Energies are from ωB97M-V/def2-TZVPD.

Output
orbital gap	10.45	eV
SMILES	NCCC=O.O.O
E_HOMO	-9.71	eV
E_LUMO	0.74	eV

```
18
C3H11NO3, DFT ωB97M-V/def2-TZVPD
N 2.4570 -0.2806 1.4939
C 1.3156 -1.1617 1.1591
C 0.2794 -0.4725 0.2395
C 0.3641 -0.9506 -1.1791
O 0.0552 -0.2438 -2.1135
H 2.3440 0.6163 1.0408
H 3.3357 -0.6802 1.1996
H 1.6911 -1.9703 0.5235
H 0.8847 -1.5634 2.0672
H 0.4243 0.6016 0.2899
H -0.7078 -0.5768 0.6885
H 0.7671 -1.9425 -1.3847
O -2.1077 1.5976 -1.7628
H -1.5213 1.7779 -2.5049
H -1.7144 0.7701 -1.4470
O -1.8613 0.8666 1.8979
H -2.2615 1.4888 1.2642
H -1.0843 1.2832 2.2929
```

Model x:
Here is a 3-piece molecular cluster, C3H11NO3 overall from OMol25. Energies are from ωB97M-V/def2-TZVPD.

Output
orbital gap	11.01	eV
SMILES	CCNC=O.O.O
E_HOMO	-10.20	eV
E_LUMO	0.81	eV

```
18
C3H11NO3, DFT ωB97M-V/def2-TZVPD
C -2.0092 -0.6101 0.9694
C -1.5413 0.6556 0.3139
N -0.0826 0.6531 0.1533
C 0.7062 1.3757 0.9639
O 1.8618 1.2002 1.3444
H -3.0718 -0.7130 1.2135
H -1.7884 -1.4442 0.2767
H -1.4590 -0.8870 1.8805
H -1.8836 1.5355 0.8677
H -1.9416 0.6524 -0.6991
H 0.2477 -0.0871 -0.4519
H 0.1744 2.1791 1.4995
O 2.4783 0.0843 -1.1291
H 2.4827 0.4269 -0.2305
H 2.8220 0.7802 -1.6692
O 0.8243 -1.9722 -2.1443
H 1.4599 -1.3114 -1.8054
H 0.7200 -2.5181 -1.3536
```

Of them, model w has the lowest stability.

Model w:
Here is C5H7F as an isolated structure from OMol25. Energies are from ωB97M-V/def2-TZVPD.

Output
orbital gap	9.44	eV
E_HOMO	-8.24	eV
E_LUMO	1.20	eV

```
13
C5H7F, DFT ωB97M-V/def2-TZVPD
C -0.8446 -0.6595 0.7047
C -0.5514 -0.7425 -0.8324
C -0.2952 0.7864 0.6591
C 0.2144 0.6645 -0.8138
C 1.4821 0.6313 -0.0302
F 2.0680 -0.5654 0.2970
H -1.8596 -0.6081 0.8514
H -0.4143 -1.2477 1.4791
H 0.1066 -1.6201 -1.1291
H -1.4630 -0.8070 -1.3498
H -0.2894 1.4066 1.5169
H -0.1285 1.2320 -1.6273
H 1.9751 1.5293 0.2743
```

Model x:
Here is one molecule with the formula C5H7F from OMol25. Energies are from ωB97M-V/def2-TZVPD.

Output
orbital gap (spin up / spin down)	8.27 / 8.46	eV
E_HOMO (spin up / spin down)	-7.72 / -8.04	eV
E_LUMO (spin up / spin down)	0.55 / 0.42	eV

```
13
C5H7F, DFT ωB97M-V/def2-TZVPD
C -1.1540 0.6470 -0.5158
C -0.5841 0.6357 0.8346
C -0.4356 -0.6086 -0.8959
C 0.2107 -0.7048 0.3966
C 1.7998 -0.4949 0.2449
F 2.1996 0.5378 -0.5742
H -2.3018 0.5186 -0.5797
H -0.8689 1.5192 -1.0936
H 0.0010 1.4909 1.2134
H -1.3904 0.4857 1.5339
H -0.3131 -1.1355 -1.8736
H 0.1747 -1.6136 1.0222
H 2.6621 -1.2774 0.2871
```

Of them, model x has the lowest stability.